# C18H24FN3O4S

C18H24FN3O4S in the gas phase in a non-equilibrium geometry (ωB97M-V/def2-TZVPD, the Open Molecules 2025 dataset).

Last column: Mulliken charge in e.
Cartesian coordinates (Å):
O (-2.61113, -0.92118, -1.56527)  -0.342
C (-3.48025, -0.85700, -0.92849)  0.365
C (-4.07382, -2.22426, -0.20514)  -1.248
C (-3.45609, -2.03368, 1.39503)  -0.646
N (-1.91510, -2.16348, 1.16252)  -0.217
C (-1.26757, -0.90737, 1.23216)  -0.282
O (-1.61128, 0.30372, 1.45822)  -0.621
C (0.19575, -0.98332, 0.85362)  0.541
C (1.15089, -0.52732, 1.72148)  -0.446
C (1.07050, 1.09952, 2.05878)  -1.398
N (1.41312, 1.73618, 0.67876)  0.318
S (2.88435, 2.11996, 0.38013)  1.079
O (2.84738, 3.03871, -1.22120)  -0.754
O (3.64767, 2.64095, 1.36826)  -0.588
C (3.87593, 0.39410, -0.23274)  -0.002
C (4.60142, 0.06397, 0.71921)  -0.138
C (5.17032, -1.29319, 0.54058)  -1.032
C (5.24840, -1.74084, -0.81113)  0.358
F (5.83835, -2.89922, -1.19757)  -0.294
C (4.54365, -0.91097, -1.92874)  -0.466
C (3.82108, 0.11056, -1.66643)  -0.952
C (0.49851, 1.23048, -0.14219)  -1.079
C (0.45905, -0.26283, -0.58171)  -0.090
N (-4.24016, 0.33710, -0.77244)  0.117
C (-4.12374, 1.54309, -1.26155)  0.200
C (-2.85238, 1.82025, -1.98779)  -0.709
C (-3.31205, 2.40148, -0.42071)  -0.710
H (-5.15516, -1.94703, 0.08883)  0.238
H (-3.82354, -2.97017, -0.74921)  0.638
H (-3.80982, -2.79979, 1.92212)  0.509
H (-3.61318, -1.03549, 1.75842)  0.365
H (-1.52994, -2.71024, 0.53802)  0.319
H (0.54169, -2.24739, 0.62608)  0.369
H (1.08256, -1.00659, 2.77055)  0.441
H (2.28410, -0.97967, 1.59917)  -0.014
H (1.91718, 1.22413, 2.60352)  0.622
H (0.10745, 1.40014, 2.19407)  0.648
H (4.60456, 0.31042, 1.58001)  0.991
H (5.84966, -1.60687, 1.20566)  0.530
H (4.52341, -1.52371, -2.91186)  0.260
H (3.35490, 0.75444, -2.26042)  0.816
H (0.65945, 1.79226, -1.08568)  0.439
H (-0.59240, 1.51374, -0.08627)  -0.136
H (-0.42646, -0.44142, -1.21194)  0.447
H (1.51474, -0.72341, -0.83990)  -0.009
H (-5.22931, 0.28131, -0.14778)  0.320
H (-5.15021, 2.19755, -1.62672)  0.260
H (-2.97324, 2.71428, -2.75807)  0.202
H (-2.06108, 1.21275, -1.92848)  0.270
H (-3.63074, 3.39470, -0.18020)  0.244
H (-2.76744, 2.08063, 0.25445)  0.263

Forces on atoms 1 to 2 (eV/Å):
13.27 -1.17 -9.12
-14.21 0.06 8.45

Computed properties:
Maximum force in eV/A: 16.5
HOMO in eV: -8.62
Multiplicity: 1
Total charge: 0
SMILES: O=C(CCNC(=O)C1CCN(S(=O)(=O)c2ccc(F)cc2)CC1)NC1CC1
Orbital gap in Eh: 0.3309